Molecular formula: C38H72BBrF3NO34P
Method: DFT, the ωB97M-V functional and the def2-TZVPD basis

Summary:
Frontier orbital gap: 7.449 eV
HOMO level: -5.8 eV
Charge: -1

Cartesian coordinates (Å):
O -2.13664 0.23619 -8.95804
N -2.37741 -0.48402 -8.02291
O -3.27018 0.22457 -7.22787
B -2.56769 0.70532 -5.99405
Br -1.22139 -0.81022 -5.66949
O -2.01594 2.06807 -6.12140
C -1.85241 2.75439 -4.84783
O -2.03272 4.18787 -4.88859
C -0.28977 2.49818 -4.54825
C 0.35254 3.47540 -3.43969
C 1.20934 2.66846 -2.31892
O 1.83977 1.60677 -2.56369
O 1.31478 3.13357 -0.96671
C -2.98076 1.92203 -4.01797
C -2.67450 1.48139 -2.50904
F -1.76633 0.40339 -2.51490
F -2.06132 2.52854 -1.76702
F -3.84254 1.02735 -1.82660
P -4.68697 2.78924 -3.99685
O -4.96121 3.57933 -5.30064
O -4.79522 3.87676 -2.68762
O -5.92529 1.57989 -3.94362
O -3.31094 0.70223 -4.72320
H -2.38554 4.48407 -4.01270
H 0.25844 2.64443 -5.54634
H -0.12689 1.41602 -4.23377
H -0.38765 4.18080 -2.93851
H 1.10571 4.15038 -3.99848
H 0.95483 4.04605 -0.89857
H -5.66529 4.32330 -2.77688
H -6.72575 2.08940 -4.22933
C 3.18106 3.72232 2.03460
C 4.07418 3.32679 0.87459
O 5.27628 4.11309 0.84705
C 6.19247 3.80908 1.77714
O 6.09931 2.94352 2.61620
O 7.22777 4.65355 1.63218
C 8.23006 4.50834 2.63723
H 2.96529 4.79406 2.00607
H 2.23960 3.16948 2.00339
H 3.65924 3.52267 2.99629
H 3.55127 3.52347 -0.06244
H 4.31505 2.26006 0.89203
H 8.59080 3.47863 2.69253
H 7.83810 4.82998 3.60478
H 9.06821 5.15371 2.37117
C 4.65712 1.05360 -8.64840
C 4.40734 -0.44083 -8.58062
O 4.49974 -0.92660 -7.23706
C 3.46051 -0.61996 -6.43639
O 2.48298 0.00932 -6.75178
O 3.71783 -1.11331 -5.21349
C 2.73153 -0.76175 -4.23756
H 5.61865 1.30374 -8.19150
H 4.65553 1.39914 -9.68519
H 3.89329 1.61254 -8.10370
H 5.17944 -0.96027 -9.15301
H 3.44248 -0.71168 -9.01940
H 1.73476 -1.05571 -4.55141
H 2.76661 0.30936 -4.04115
H 2.96912 -1.29134 -3.31363
C -2.03603 6.80561 5.07153
C -2.02878 5.29023 5.00922
O -0.75114 4.78882 4.59653
C 0.22291 4.84872 5.51944
O 0.11370 5.27306 6.64329
O 1.35042 4.37477 4.96231
C 2.49549 4.48561 5.80484
H -1.72295 7.23109 4.11434
H -3.03384 7.17737 5.31635
H -1.34056 7.17932 5.82614
H -2.74988 4.95835 4.25929
H -2.32498 4.84276 5.96249
H 2.32551 4.00703 6.77189
H 2.75934 5.53719 5.93790
H 3.32703 3.98049 5.31191
C 8.51631 2.77835 9.55383
C 8.65776 1.48113 8.78102
O 7.50552 1.22796 7.96698
C 7.39588 1.98520 6.85947
O 8.17272 2.83548 6.49973
O 6.25660 1.64489 6.23757
C 5.96053 2.45565 5.09612
H 7.59543 2.77616 10.14311
H 9.36687 2.92335 10.22414
H 8.46137 3.63976 8.88477
H 8.72938 0.64962 9.48575
H 9.56633 1.46784 8.17190
H 6.78537 2.45835 4.39027
H 5.72407 3.47408 5.41581
H 5.08468 2.03556 4.60180
C -1.60005 -6.74077 -3.82791
C -3.10945 -6.67856 -3.69413
O -3.49933 -6.14052 -2.42440
C -3.33596 -4.80965 -2.27748
O -2.90555 -4.05179 -3.10749
O -3.71429 -4.48032 -1.02973
C -3.48426 -3.10865 -0.70592
H -1.16335 -7.30207 -2.99718
H -1.31493 -7.21827 -4.76843
H -1.15416 -5.74410 -3.80509
H -3.51559 -7.69145 -3.74302
H -3.56644 -6.10838 -4.50829
H -3.95988 -2.44438 -1.43054
H -2.41106 -2.91293 -0.65317
H -3.92047 -2.91752 0.27553
C -8.57540 0.41013 2.30931
C -9.23504 -0.63532 1.43044
O -9.03178 -0.35512 0.04109
C -7.79434 -0.60509 -0.42762
O -6.86838 -1.04206 0.21088
O -7.76504 -0.26039 -1.72343
C -6.46869 -0.37224 -2.32087
H -8.92310 1.41171 2.04209
H -8.79848 0.22576 3.36313
H -7.49016 0.40933 2.18743
H -10.31443 -0.61524 1.59713
H -8.88961 -1.64513 1.67115
H -6.05794 -1.37712 -2.19043
H -5.80135 0.37188 -1.89782
H -6.57093 -0.18058 -3.38313
C -7.27686 -5.87780 -3.75043
C -8.30487 -6.98175 -3.90474
O -8.89814 -6.96732 -5.21021
C -8.12109 -7.42329 -6.20617
O -6.99541 -7.84147 -6.09621
O -8.81045 -7.30975 -7.35510
C -8.05443 -7.65893 -8.51258
H -7.71847 -4.90556 -3.98463
H -6.88504 -5.85393 -2.73066
H -6.43512 -6.01374 -4.43281
H -9.11635 -6.81861 -3.19216
H -7.87933 -7.96640 -3.68932
H -7.63463 -8.66353 -8.42434
H -7.26239 -6.92506 -8.67603
H -8.72713 -7.63989 -9.37117
C 7.01157 -1.63810 7.46995
C 5.56653 -2.01276 7.73288
O 5.40506 -3.43386 7.85355
C 5.85013 -3.97439 8.99825
O 6.35658 -3.37952 9.91775
O 5.65457 -5.30369 8.93262
C 6.18694 -6.01595 10.04660
H 7.39167 -2.16578 6.59037
H 7.10785 -0.56038 7.30873
H 7.65692 -1.91461 8.30731
H 4.95521 -1.70160 6.88322
H 5.17034 -1.50712 8.61844
H 5.79827 -5.62564 10.98988
H 7.27807 -5.96904 10.03241
H 5.88368 -7.05971 9.95362

Atom charges from the Löwdin analysis, given in e for atoms 1 to 8: O 0.02; N -0.14; O -0.06; B -1.21; Br 0.73; O 0.05; C -0.38; O 0.01


Molecular formula: C38H72F6O16S2V
Method: DFT, the ωB97M-V functional and the def2-TZVPD basis

Summary:
⟨S²⟩: 2.04
Frontier orbital gap (spin up / spin down): 5.772 / 1.639 eV
HOMO level (spin up / spin down): -10.6 / -10.6 eV
Charge: +1
Multiplicity: 3

Cartesian coordinates (Å):
O -4.58010 0.37759 -1.39034
V -4.43332 1.59858 -0.42814
C -2.78020 4.87631 2.31250
F -2.85755 5.76371 1.30907
F -1.73796 4.02759 2.09474
F -2.64941 5.51212 3.46699
S -4.43851 3.87641 2.24864
O -4.21217 2.89930 1.16311
O -4.63678 3.26083 3.54786
O -5.56699 4.79510 1.95466
C 0.14047 0.81201 0.82739
F -0.06934 0.68997 2.16075
F 0.32856 2.04921 0.56146
F 1.24181 0.18756 0.49416
S -1.29148 0.04433 -0.13147
O -0.89997 0.05547 -1.53168
O -1.48756 -1.28425 0.45873
O -2.47051 0.90997 0.10892
C -1.88295 -4.67180 -0.50157
C -1.08844 -4.74381 0.81318
C -1.54941 -6.03592 1.38927
O -1.66345 -6.90005 0.27274
C -2.17965 -6.11479 -0.79070
H -1.37770 -4.09514 -1.27635
H -2.78596 -4.09950 -0.28912
H -1.16930 -3.87067 1.46064
H -0.02265 -4.83967 0.60582
H -2.51100 -5.92298 1.88994
H -0.88314 -6.35265 2.19168
H -3.26080 -6.25045 -0.76231
H -1.93390 -6.51072 -1.77606
C 4.75495 1.95508 1.48153
C 3.73681 3.11273 1.48294
C 3.38355 3.21432 3.01149
O 3.37513 1.90578 3.43351
C 4.16328 1.08742 2.56696
H 5.73907 2.30312 1.79537
H 4.72641 1.45249 0.51474
H 2.89513 2.81985 0.85531
H 4.11943 4.05964 1.10207
H 2.37811 3.63450 3.03653
H 4.07577 3.85354 3.55950
H 3.38854 0.50516 2.06810
H 4.89871 0.51718 3.13446
C -1.82025 4.43249 -2.71677
C -2.65214 3.79170 -3.84411
C -3.10900 2.43495 -3.35593
O -2.97080 2.53112 -1.94223
C -1.82886 3.33769 -1.67451
H -2.22320 5.32066 -2.23006
H -0.84402 4.85640 -2.95209
H -2.11555 3.79149 -4.79289
H -3.51298 4.41901 -4.07545
H -2.49945 1.62727 -3.76116
H -4.12878 2.18710 -3.65042
H -0.96240 2.68368 -1.77254
H -1.76761 3.72398 -0.65710
C 0.84522 0.76776 -6.90253
C 1.06299 0.43114 -5.42915
C -0.29878 -0.00369 -4.93792
O -1.15411 0.84270 -5.64138
C -0.60328 1.18171 -6.92694
H 1.01410 -0.15192 -7.46268
H 1.50553 1.55521 -7.26586
H 1.29853 1.27822 -4.78489
H 1.81298 -0.30338 -5.13571
H -0.43196 0.15860 -3.86832
H -0.57758 -1.00783 -5.25740
H -0.76718 2.24043 -7.12780
H -1.06213 0.60628 -7.73096
C 2.83144 -4.32902 -3.16363
C 1.93716 -3.59910 -2.21479
C 0.78258 -3.18387 -3.07380
O 1.32927 -3.05527 -4.35821
C 2.70488 -3.46473 -4.34834
H 2.35709 -5.27809 -3.41332
H 3.84982 -4.37970 -2.77836
H 2.48952 -2.74877 -1.81488
H 1.64928 -4.31884 -1.44851
H 0.37993 -2.21404 -2.78152
H -0.01330 -3.92721 -3.02775
H 3.29258 -2.55203 -4.24989
H 3.03082 -3.92167 -5.28273
C -0.09976 -0.51703 6.76622
C -0.03007 0.09263 5.36921
C 1.46429 0.33914 5.17313
O 2.04331 0.00037 6.43147
C 1.05707 0.12767 7.43997
H 0.17146 -1.57141 6.81937
H -1.07902 -0.47503 7.24306
H -0.51240 1.06896 5.32190
H -0.38244 -0.53102 4.54763
H 1.70923 1.39353 5.04527
H 1.89701 -0.24274 4.35934
H 0.89274 1.16918 7.71628
H 1.35026 -0.37519 8.36153
C 2.95224 3.48054 -3.07852
C 1.55065 3.23790 -2.40669
C 1.47907 4.44104 -1.52002
O 1.92658 5.48916 -2.39054
C 3.00968 4.98844 -3.19966
H 3.07774 2.92584 -4.00838
H 3.75512 3.09913 -2.44763
H 1.58009 2.36862 -1.74974
H 0.75530 3.11924 -3.14251
H 2.05732 4.29485 -0.60769
H 0.50077 4.77177 -1.17124
H 3.91433 5.37766 -2.73254
H 2.89730 5.41701 -4.19555
C 1.54105 -3.01612 2.20020
C 2.98344 -2.50559 2.06545
C 3.81398 -3.75998 1.72606
O 3.00441 -4.84418 2.09190
C 1.82133 -4.39412 2.77818
H 1.07905 -2.96295 1.21438
H 0.89908 -2.42267 2.85120
H 3.28350 -2.03250 3.00046
H 3.08163 -1.69220 1.34652
H 4.71827 -3.65806 2.32604
H 3.98596 -3.73541 0.65000
H 1.96778 -4.40776 3.85821
H 0.96328 -5.04085 2.59491
C -4.75751 -2.15798 2.51467
C -3.72145 -1.29055 3.15463
C -4.12892 0.08299 2.68050
O -4.45860 -0.05712 1.30997
C -4.87953 -1.44128 1.14618
H -5.69342 -2.04395 3.06164
H -4.39571 -3.18278 2.43116
H -2.71193 -1.53637 2.82516
H -3.73203 -1.38055 4.24086
H -3.30020 0.76744 2.86175
H -4.98003 0.43851 3.26129
H -4.17820 -1.89686 0.44711
H -5.89850 -1.54409 0.77305

Atom charges from the Löwdin analysis, given in e for atoms 1 to 8: O -0.19; V 1.26; C -0.60; F 0.12; F 0.11; F 0.17; S 0.58; O -0.43


Number 1: DFT total energy -199843.649 eV. Number 2: DFT total energy -136981.986 eV.